# 1
Formula: C19H29BrF5N7OP
Source: the Open Molecules 2025 dataset
Level of theory: ωB97M-V/def2-TZVPD

Each line ends with the Löwdin charge.
Positions of all 63 atoms, in Å:
C -0.3028 -3.7182 1.0920  0.067
C 0.9364 -3.8429 0.5990  -0.135
N 1.9407 -2.8449 0.8614  0.143
C 1.8459 -1.5971 0.4488  -0.310
N 0.6970 -1.1655 -0.2044  0.080
C 0.3942 0.2275 0.2152  -0.130
C 0.8919 0.4841 1.6366  -0.323
C 0.3057 1.7958 2.1673  -0.166
C -1.2378 1.8185 2.2379  -0.149
C -1.9106 0.4663 2.5231  -0.070
C -3.4014 0.5057 2.1877  -0.439
F -4.0572 -0.4441 2.9082  0.119
F -3.9458 1.7124 2.4822  0.132
C -3.7201 0.2006 0.7040  -0.559
F -3.0719 -0.8957 0.2897  0.154
F -3.3403 1.2181 -0.0852  0.155
F -5.0202 0.0154 0.5280  0.193
C 2.4332 0.4306 1.5998  -0.425
P 3.2495 2.0384 1.0513  0.586
O 3.3277 1.7227 -0.5262  -0.399
Br 5.3301 1.6072 1.8195  0.263
N 2.8351 -0.6918 0.6696  0.099
H -0.5455 -3.4450 2.1155  0.066
H -1.1186 -4.0119 0.4350  0.080
H 1.2594 -4.6814 -0.0103  0.118
H 2.7815 -3.0962 1.3703  0.170
H 0.8917 -1.1413 -1.2095  0.098
H -0.6808 0.3649 0.1345  0.103
H 0.8899 0.9610 -0.4301  0.125
H 0.5625 -0.3118 2.3163  0.144
H 0.7553 2.0276 3.1362  0.127
H 0.6220 2.6055 1.5041  0.092
H -1.6277 2.2806 1.3327  0.112
H -1.5200 2.4803 3.0571  0.124
H -1.8792 0.2119 3.5839  0.146
H -1.5121 -0.3523 1.9285  0.099
H 2.8423 0.1771 2.5801  0.104
H 4.1664 2.0612 -0.9340  -0.036
H 3.7124 -1.1134 0.9578  0.132
C -1.6340 0.3485 -3.7332  -0.054
C -0.9238 -0.8109 -3.2077  -0.243
N -0.3826 -1.7390 -2.7933  0.142
H -1.1599 0.6828 -4.6547  0.091
H -2.6681 0.0806 -3.9419  0.094
H -1.6135 1.1566 -3.0035  0.075
C 7.3276 1.6057 -2.9507  -0.041
C 6.2181 2.3515 -2.3765  -0.207
N 5.3402 2.9416 -1.9223  0.156
H 6.9773 0.6337 -3.2922  0.090
H 7.7386 2.1554 -3.7954  0.094
H 8.1034 1.4681 -2.2001  0.092
C -3.3876 -5.0021 3.7067  -0.066
C -2.5093 -4.1352 4.4854  -0.291
N -1.8091 -3.4465 5.0848  0.123
H -2.8126 -5.5257 2.9452  0.077
H -3.8569 -5.7339 4.3610  0.087
H -4.1618 -4.4065 3.2265  0.084
C -3.1508 4.1172 -5.0938  -0.070
C -2.9232 3.5787 -6.4293  -0.287
N -2.7428 3.1340 -7.4742  0.130
H -2.7863 3.4094 -4.3514  0.061
H -2.6210 5.0598 -4.9723  0.085
H -4.2134 4.2854 -4.9312  0.086

Charge: +1
Lowest unoccupied orbital energy in eV: -3.095
HOMO level in eV: -11.65
Total energy in eV: -125563.4353

# 2
Formula: C19H29Cl2MoNO2
Source: the Open Molecules 2025 dataset
Level of theory: ωB97M-V/def2-TZVPD

Each line ends with the Mulliken spin population.
Positions of all 54 atoms, in Å:
C -0.2270 1.0718 -3.1715  -0.113
C -1.0623 0.0179 -2.8082  0.033
C -0.2207 -1.1091 -2.4640  0.093
C -2.5423 -0.0391 -2.9560  0.020
C 1.1361 -0.7296 -2.7344  -0.141
C 1.1648 0.6303 -3.1141  0.140
C 2.3680 1.3863 -3.5321  -0.004
C -0.6739 2.4118 -3.6369  0.006
C -0.7286 -2.4508 -1.9954  -0.003
C 2.3067 -1.6286 -2.7464  0.016
Mo 0.4352 0.6312 -0.9864  1.558
Cl -1.7377 0.0770 0.0471  0.117
Cl -0.2755 2.8622 -0.7000  0.020
O 1.6900 -0.6316 -0.2151  0.065
H -3.0121 0.9143 -2.7298  0.004
H -3.0047 -0.7929 -2.3223  0.002
H -2.8028 -0.2866 -3.9902  0.000
H -1.6006 -2.3143 -1.3234  0.004
H 0.0399 -2.9739 -1.3967  0.001
H -1.0407 -3.1307 -2.8176  -0.001
H 2.2642 -2.4340 -2.0039  0.002
H 3.2268 -1.0571 -2.5811  -0.002
H 2.3778 -2.0824 -3.7411  -0.002
H 3.2613 1.0164 -3.0259  0.004
H 2.3022 2.4682 -3.3432  -0.001
H 2.4761 1.1988 -4.6004  -0.005
H -1.5648 2.7982 -3.0991  0.001
H -0.9451 2.3499 -4.7051  -0.002
H 0.1236 3.1709 -3.5510  0.002
H 2.0645 -0.2822 0.6465  -0.003
O 2.4936 1.9823 -0.2998  0.009
H 2.4866 2.8506 -0.8508  -0.001
C -1.9857 -2.3102 4.4759  0.001
N -1.8768 -1.4466 3.3267  -0.011
C -2.7392 -0.2856 3.3506  -0.006
C -0.6328 -1.4818 2.5379  0.003
C 0.1470 -0.2400 2.8159  0.070
C 0.5000 0.0927 4.1664  0.008
C 1.4419 1.0752 4.4186  -0.005
C 1.9053 1.9315 3.4214  0.003
C 1.3840 1.7557 2.1089  0.012
C 0.5826 0.6596 1.8515  0.069
H -3.0433 -2.5851 4.6505  -0.001
H -1.6356 -1.8540 5.4267  0.001
H -1.3708 -3.2131 4.3432  0.000
H -2.2472 0.5397 3.8996  -0.001
H -3.0372 0.1188 2.3669  0.017
H -3.6446 -0.5446 3.9262  -0.002
H -0.0737 -2.3719 2.8367  -0.007
H -0.8112 -1.5849 1.4582  0.032
H 0.0929 -0.4619 5.0096  0.003
H 1.8557 1.1886 5.4132  -0.002
H 2.6656 2.6902 3.6520  0.001
H 1.7443 2.4325 1.2918  0.001

Charge: -2
Lowest unoccupied orbital energy (spin up / spin down) in eV: 5.303 / 5.278
2S+1: 3
HOMO level (spin up / spin down) in eV: 1.27 / 0.74
Total energy in eV: -52657.5028

# 3
Formula: C19H29Cl2N5NiO2P
Source: the Open Molecules 2025 dataset
Level of theory: ωB97M-V/def2-TZVPD

Each line ends with the Mulliken spin population.
Positions of all 59 atoms, in Å:
Ni -0.9621 0.4084 -0.3711  1.690
Cl -6.4133 5.1900 -1.3560  0.002
C -5.1171 4.0522 -1.4112  0.014
C -4.5326 3.7430 -2.6510  -0.007
C -3.4959 2.8540 -2.7256  0.017
Cl -2.7683 2.4732 -4.2390  0.001
C -2.9705 2.2060 -1.5643  0.001
O -2.0009 1.3733 -1.6706  0.094
C -3.5944 2.5429 -0.3220  -0.007
C -3.1487 1.9291 0.8840  -0.002
O -2.1901 1.1517 1.0307  0.072
C -4.6616 3.4602 -0.2694  -0.007
H -4.9075 4.2074 -3.5528  0.000
H -3.7264 2.1844 1.7837  0.004
H -5.1168 3.7009 0.6836  -0.001
C 0.2693 -4.6755 0.7201  0.000
N 0.7053 -3.5956 1.6033  0.001
C -0.2151 -3.5106 2.7388  0.001
N -1.6072 -3.3363 2.3355  0.001
C -1.9840 -4.4202 1.4324  0.000
N -1.1073 -4.5044 0.2665  0.011
C -1.2667 -3.3981 -0.6450  0.018
P -0.8338 -1.7702 0.1947  0.044
C 0.8045 -2.3321 0.8956  0.003
C -1.8486 -2.0361 1.7443  0.002
H 0.3314 -5.6122 1.2749  0.000
H 0.9346 -4.7325 -0.1432  0.000
H 0.0797 -2.6736 3.3748  0.000
H -0.1348 -4.4349 3.3119  0.000
H -3.0150 -4.2785 1.1045  0.000
H -1.9140 -5.3611 1.9790  0.000
H -2.2966 -3.3548 -1.0038  -0.002
H -0.6087 -3.5320 -1.5057  0.000
H 1.1702 -1.5686 1.5854  0.002
H 1.5231 -2.4296 0.0774  -0.001
H -2.9064 -1.9403 1.4891  -0.003
H -1.6020 -1.2452 2.4559  0.002
C 4.9364 1.6194 -1.7746  0.000
C 3.9669 2.5848 -1.0975  0.000
N 3.0192 1.9285 -0.1890  0.001
C 3.4768 1.6513 1.1723  0.003
C 3.9140 0.2041 1.3921  -0.002
C 1.8041 1.5458 -0.5970  -0.014
C 1.3976 1.8364 -2.0192  0.012
N 0.9335 0.9562 0.1833  0.054
H 5.5324 2.1544 -2.5139  0.000
H 4.4020 0.8186 -2.2877  0.000
H 5.6184 1.1719 -1.0528  0.000
H 3.4142 3.1441 -1.8479  0.000
H 4.5280 3.3125 -0.5127  0.000
H 2.6900 1.9251 1.8802  -0.001
H 4.3157 2.3150 1.3701  0.000
H 3.1151 -0.4980 1.1547  0.000
H 4.1974 0.0574 2.4342  0.000
H 4.7718 -0.0392 0.7680  0.000
H 1.2646 2.9094 -2.1598  -0.002
H 0.4485 1.3578 -2.2392  0.000
H 2.1367 1.4837 -2.7362  0.002
H 1.2453 0.8265 1.1366  -0.002

Charge: +1
Lowest unoccupied orbital energy (spin up / spin down) in eV: -2.947 / -3.620
2S+1: 3
HOMO level (spin up / spin down) in eV: -10.70 / -10.76
ΔE to the lowest compared entry with this formula, charge and spin in kcal/mol: 0.7
Total energy in eV: -107091.3609

# 4
Formula: C19H29ClN6
Source: the Open Molecules 2025 dataset
Level of theory: ωB97M-V/def2-TZVPD

Each line ends with the Löwdin charge.
Positions of all 55 atoms, in Å:
C 2.4596 2.8207 0.6930  -0.067
C 1.0383 2.2604 0.6580  -0.431
C 0.0343 3.4069 0.7717  -0.075
C 0.7869 1.4646 -0.6339  -0.098
C 1.0183 -0.0716 -0.5609  -0.234
C 2.1884 -0.4047 0.2983  -0.248
N 2.2146 -0.5381 1.6065  0.072
N 3.4631 -0.8349 1.9365  -0.022
N 4.2061 -0.8876 0.9157  0.053
N 3.4512 -0.6196 -0.1544  -0.044
C 4.0163 -0.6173 -1.4838  -0.373
C 5.2700 0.2524 -1.4896  -0.047
C 4.3248 -2.0561 -1.8933  -0.041
N -0.1253 -0.8776 -0.1659  -0.120
C -0.7235 -0.5726 1.1212  -0.153
C -1.6830 -1.7030 1.5105  -0.127
N -2.7175 -1.8568 0.5069  -0.097
C -3.8941 -1.1393 0.5976  -0.223
C -4.5452 -1.0021 1.8333  -0.027
C -5.7532 -0.3476 1.9373  -0.084
C -6.3775 0.1917 0.8235  -0.129
C -5.7463 0.0489 -0.3977  -0.674
Cl -6.4861 0.7072 -1.8215  0.663
C -4.5298 -0.5941 -0.5253  -0.061
C -2.1021 -2.1236 -0.7724  -0.144
C -1.1506 -0.9942 -1.1845  -0.159
H 3.2012 2.0272 0.6508  0.056
H 2.6217 3.3747 1.6143  0.081
H 2.6269 3.4943 -0.1463  0.082
H 0.9124 1.6019 1.5209  0.112
H 0.1205 4.0749 -0.0835  0.082
H -0.9851 3.0284 0.8123  0.071
H 0.2178 3.9825 1.6755  0.078
H 1.4243 1.8685 -1.4246  0.119
H -0.2461 1.6105 -0.9548  0.107
H 1.2570 -0.4099 -1.5788  0.134
H 3.2675 -0.1890 -2.1592  0.137
H 5.0273 1.2767 -1.2143  0.075
H 5.7147 0.2537 -2.4806  0.082
H 5.9893 -0.1383 -0.7746  0.077
H 5.0479 -2.4852 -1.2040  0.082
H 3.4208 -2.6616 -1.8730  0.081
H 4.7375 -2.0767 -2.8979  0.081
H 0.0740 -0.5045 1.8607  0.097
H -1.2900 0.3742 1.0966  0.131
H -2.1134 -1.4860 2.4847  0.109
H -1.1253 -2.6417 1.5722  0.131
H -4.1119 -1.4343 2.7210  0.102
H -6.2276 -0.2614 2.9035  0.106
H -7.3233 0.7017 0.9010  0.099
H -4.0884 -0.6529 -1.5061  0.091
H -2.8619 -2.2966 -1.5333  0.117
H -1.5146 -3.0409 -0.6607  0.128
H -0.6824 -1.2408 -2.1411  0.126
H -1.7283 -0.0614 -1.3075  0.120

Charge: 0
Lowest unoccupied orbital energy in eV: 0.528
HOMO level in eV: -7.77
ΔE to the lowest compared entry with this formula, charge and spin in kcal/mol: 0.0
Total energy in eV: -41636.0393